Entry 1:
Computed, not measured: C40H66N4O3Re as an isolated structure, with ωB97M-V/def2-TZVPD.

* HOMO-LUMO gap (alpha / beta): 6.347 / 6.394 eV
* net charge: +2
* E_HOMO (alpha / beta): -13.055 / -13.336 eV
* ⟨S²⟩: 3.7666
* spin multiplicity: 4
* LUMO level (alpha / beta): -6.71 / -6.94 eV
* energy above the lowest of the compared OMol25 structures with the same formula, charge and spin: 12.7 kcal/mol

Each line ends with the Mulliken spin population.
Atoms and positions in Å:
Re  0.0554  1.9015  -0.8883  2.20
C  -1.2439  4.4470  -1.8971  0.00
N  -0.0068  4.0170  -1.1610  0.07
C  1.1859  4.5171  -1.9196  0.01
C  -0.0083  4.6020  0.2204  0.00
C  -0.7073  3.6707  1.1863  0.07
N  -0.1086  2.2849  1.1248  0.08
C  -1.0060  1.2945  1.8329  0.00
C  -2.1203  0.5880  1.0910  0.06
C  -2.6974  -0.4692  1.7886  0.00
C  -3.7991  -1.1375  1.2879  0.00
C  -4.3493  -0.6401  0.1106  0.00
C  -3.8067  0.4220  -0.6191  -0.02
C  -2.6197  0.9609  -0.1417  0.08
O  -1.8924  1.8948  -0.8924  0.13
C  -4.5779  1.0377  -1.8017  0.01
C  -5.8818  0.2817  -2.0895  0.00
C  -3.7915  1.0658  -3.1122  0.00
C  -4.9547  2.4753  -1.4043  0.00
C  -4.3653  -2.3580  2.0199  0.00
C  -5.6137  -2.9117  1.3331  0.00
C  -3.2937  -3.4573  2.0389  0.00
C  -4.7276  -1.9795  3.4624  0.00
C  1.2467  2.2735  1.8103  0.01
C  2.1808  1.1663  1.4324  0.01
C  2.7535  0.3973  2.4399  0.00
C  3.7672  -0.5030  2.1551  0.01
C  4.1815  -0.5772  0.8280  0.00
C  3.6403  0.1878  -0.2148  -0.03
C  2.6252  1.0557  0.1258  0.08
O  1.9917  1.8636  -0.8266  0.13
C  4.1733  0.0862  -1.6511  0.02
C  4.7912  1.4296  -2.0606  0.00
C  5.2610  -0.9871  -1.7868  0.00
C  3.0496  -0.2881  -2.6187  -0.01
C  4.4523  -1.2910  3.2774  0.00
C  5.2949  -0.3099  4.1094  0.00
C  3.4076  -1.9528  4.1845  0.00
C  5.3772  -2.3780  2.7293  0.00
H  -1.2099  5.5285  -2.0245  0.00
H  -1.2699  3.9697  -2.8755  0.01
H  -2.1273  4.1548  -1.3425  -0.01
H  1.1528  5.6058  -1.9583  0.00
H  2.0949  4.1797  -1.4324  0.00
H  1.1527  4.1254  -2.9357  0.00
H  1.0260  4.7709  0.5064  0.00
H  -0.5111  5.5692  0.2114  0.00
H  -0.6126  4.0486  2.2061  0.00
H  -1.7643  3.5723  0.9492  -0.02
H  -0.3415  0.5510  2.2718  -0.01
H  -1.4453  1.8634  2.6558  0.00
H  -2.2787  -0.7584  2.7508  0.00
H  -5.2534  -1.0955  -0.2561  0.00
H  -5.7013  -0.7681  -2.3318  0.00
H  -6.5820  0.3329  -1.2527  0.00
H  -6.3721  0.7375  -2.9517  0.00
H  -3.6821  0.0546  -3.5149  0.00
H  -4.3477  1.6514  -3.8477  0.00
H  -2.8050  1.5178  -3.0028  0.00
H  -5.4880  2.4874  -0.4516  0.00
H  -4.0675  3.1061  -1.3109  0.00
H  -5.6053  2.9170  -2.1624  0.00
H  -5.4075  -3.2389  0.3102  0.00
H  -5.9767  -3.7775  1.8883  0.00
H  -6.4228  -2.1766  1.3066  0.00
H  -2.9727  -3.7038  1.0215  0.00
H  -2.4181  -3.1469  2.6158  0.00
H  -3.6895  -4.3653  2.4988  0.00
H  -5.4114  -1.1279  3.4838  0.00
H  -5.2196  -2.8193  3.9561  0.00
H  -3.8446  -1.7233  4.0524  0.00
H  1.7201  3.2312  1.6060  0.00
H  1.0325  2.2335  2.8784  0.00
H  2.4147  0.5323  3.4627  0.00
H  4.9750  -1.2651  0.5887  0.00
H  5.5962  1.7049  -1.3764  0.00
H  5.2137  1.3557  -3.0657  0.00
H  4.0505  2.2316  -2.0615  0.00
H  6.1509  -0.7452  -1.2026  0.00
H  4.9043  -1.9746  -1.4838  0.00
H  5.5675  -1.0530  -2.8313  0.00
H  2.2858  0.4912  -2.6857  0.02
H  3.4623  -0.4369  -3.6191  0.00
H  2.5744  -1.2208  -2.3055  0.00
H  4.6604  0.3969  4.6518  0.00
H  5.8944  -0.8541  4.8430  0.00
H  5.9728  0.2613  3.4706  0.00
H  2.6852  -1.2391  4.5859  0.00
H  2.8584  -2.7334  3.6486  0.00
H  3.9050  -2.4219  5.0357  0.00
H  6.2615  -1.9593  2.2423  0.00
H  5.7259  -3.0035  3.5523  0.00
H  4.8619  -3.0287  2.0170  0.00
C  -0.0846  -0.2518  -3.5607  0.03
N  0.0295  -1.3642  -2.6324  0.01
C  0.0149  -2.7055  -3.2384  0.00
C  0.9923  -3.5926  -2.5041  0.00
C  0.5941  -3.6296  -1.0466  0.00
N  0.3981  -2.2650  -0.5268  0.01
C  0.3983  -2.1388  0.9336  0.00
C  0.1776  -1.2195  -1.3084  -0.01
O  0.1152  -0.0650  -0.7454  0.02
H  0.8376  -0.1253  -4.1317  0.01
H  -0.3276  0.6775  -3.0422  0.02
H  -0.9054  -0.4330  -4.2484  0.00
H  0.2789  -2.6025  -4.2891  0.00
H  -0.9986  -3.1114  -3.1868  0.00
H  1.9953  -3.1742  -2.5992  0.00
H  1.0030  -4.5955  -2.9255  0.00
H  1.3688  -4.0991  -0.4420  0.00
H  -0.3271  -4.1989  -0.9011  0.00
H  1.3815  -2.4044  1.3282  0.00
H  -0.3511  -2.8106  1.3507  0.00
H  0.1742  -1.1167  1.2279  0.00

***

Entry 2:
Computed, not measured: C40H68AgNO16 as an isolated structure, with ωB97M-V/def2-TZVPD.

* HOMO-LUMO gap (alpha / beta): 6.783 / 3.545 eV
* net charge: +2
* E_HOMO (alpha / beta): -13.202 / -13.202 eV
* ⟨S²⟩: 2.0092
* spin multiplicity: 3
* LUMO level (alpha / beta): -6.42 / -9.66 eV

Each line ends with the Mulliken spin population.
Atoms and positions in Å:
Ag  1.9656  -1.6669  1.8057  0.00
C  -2.3293  -0.0338  1.0785  -0.04
C  -0.9344  -0.1181  0.5779  -0.06
C  -0.2522  1.2743  0.6411  0.19
O  -0.1157  -1.0825  1.1717  0.88
H  -3.0131  -0.8231  0.7660  0.01
H  -2.8033  0.9081  0.8021  0.01
H  -2.3681  -0.0826  2.1667  0.02
H  -1.0435  -0.3036  -0.4906  0.00
H  -0.1657  1.5046  1.7030  -0.01
H  -0.8629  2.0346  0.1544  -0.02
H  0.6967  1.3912  0.1177  0.02
C  3.2464  0.4538  -2.3575  0.04
C  2.8353  -0.8016  -3.1202  0.02
C  2.4212  -0.4507  -4.5673  0.02
C  2.0491  -1.6785  -5.3494  -0.02
C  3.2904  -2.5929  -5.3747  0.02
C  3.8294  -3.0126  -3.9820  0.00
N  3.9749  -1.7326  -3.1877  0.70
O  4.6543  -1.8651  -2.0178  0.02
C  2.9016  -4.0772  -3.3910  0.08
C  5.2745  -3.5837  -4.1028  0.02
C  1.5780  -1.2747  -2.3497  0.10
H  2.4267  1.1597  -2.2234  0.00
H  4.0407  0.9833  -2.8837  0.00
H  3.7382  0.1118  -1.4469  -0.01
H  1.4991  0.1303  -4.5834  0.00
H  3.2985  0.0788  -4.9388  -0.01
H  1.6888  -1.5818  -6.3736  0.00
H  1.2150  -2.1316  -4.8137  0.00
H  4.0613  -2.1374  -5.9961  0.00
H  2.9824  -3.5118  -5.8737  0.00
H  3.3150  -4.3574  -2.4221  0.00
H  1.8519  -3.7874  -3.3448  0.00
H  2.9100  -4.9532  -4.0396  0.00
H  5.3365  -4.0913  -5.0654  0.00
H  6.0921  -2.8697  -4.0037  0.00
H  5.3846  -4.3783  -3.3648  0.00
H  0.6959  -1.4903  -2.9525  -0.01
H  1.2216  -0.5602  -1.6077  -0.01
H  1.7948  -2.1298  -1.7095  -0.01
H  4.0447  -2.3518  -1.4582  0.03
O  -2.9620  -6.2818  -0.5018  0.00
C  -2.2933  -5.3399  -0.8920  0.00
O  -1.0333  -5.1123  -0.4793  0.00
C  -0.5611  -3.8152  -0.8691  0.01
C  -1.7082  -3.2911  -1.6814  0.01
C  -2.7849  -4.3702  -1.8150  0.00
H  0.3867  -3.9410  -1.3924  0.00
H  -0.4705  -3.2346  0.0489  -0.02
H  -1.3685  -2.8890  -2.6358  0.00
H  -2.0338  -2.4263  -1.1032  -0.01
H  -2.9042  -4.7886  -2.8144  0.00
H  -3.7179  -3.9590  -1.4297  0.00
O  -4.5319  1.4301  -3.5804  0.00
C  -3.2806  1.3736  -3.6644  0.00
O  -2.5882  1.7350  -4.7983  0.00
C  -1.2049  1.7111  -4.5767  0.00
C  -0.9367  1.0491  -3.1989  0.00
C  -2.3467  1.0038  -2.5335  0.01
H  -0.9055  2.7585  -4.6143  0.00
H  -0.6595  1.1767  -5.3545  0.00
H  -0.1533  1.6296  -2.7116  0.00
H  -0.4491  0.0752  -3.2419  0.00
H  -2.3801  1.8274  -1.8203  0.00
H  -2.7082  0.0450  -2.1621  -0.01
O  3.1960  6.5594  3.7378  0.00
C  2.3643  5.9880  3.0110  0.00
O  2.5124  4.7482  2.6692  0.00
C  1.4352  4.2701  1.8847  0.00
C  0.8801  5.6069  1.4057  0.00
C  1.0715  6.5310  2.5863  0.00
H  0.6636  3.6852  2.3852  0.00
H  1.7182  3.7487  0.9703  0.00
H  -0.1798  5.4848  1.1828  0.00
H  1.4882  5.9694  0.5769  0.00
H  0.3302  6.5215  3.3853  0.00
H  0.9772  7.6030  2.4130  0.00
O  0.8550  -0.7516  4.1723  0.00
C  -0.3198  -0.4086  4.4763  0.00
O  -0.6092  0.8013  4.8020  0.00
C  -1.9255  0.9766  5.2959  0.00
C  -2.6322  -0.2659  4.9006  0.00
C  -1.5250  -1.3302  4.6661  0.01
H  -2.4620  1.8152  4.8519  0.00
H  -1.7759  1.1955  6.3531  0.00
H  -3.4216  -0.1583  4.1568  0.00
H  -3.1021  -0.6221  5.8174  0.00
H  -1.7903  -1.7946  3.7163  0.00
H  -1.3070  -2.0537  5.4516  0.00
O  -3.3978  3.2679  0.2216  0.00
C  -3.5132  3.6320  1.3962  0.00
O  -2.6684  4.4802  2.0018  0.00
C  -3.0375  4.5621  3.3394  0.00
C  -4.4927  4.2010  3.3328  0.00
C  -4.5919  3.1319  2.2526  0.00
H  -2.7252  5.5390  3.7087  0.00
H  -2.4545  3.8418  3.9132  0.00
H  -5.1433  5.0341  3.0668  0.00
H  -4.8845  3.8440  4.2853  0.00
H  -5.5340  2.9362  1.7406  0.00
H  -4.2999  2.1377  2.5908  0.00
O  -3.4992  -4.3290  4.4756  0.00
C  -3.9552  -3.7064  3.5186  0.00
O  -4.8291  -2.6500  3.7364  0.00
C  -5.3885  -2.1336  2.5534  0.00
C  -4.8866  -3.1323  1.4190  0.00
C  -3.7050  -3.8607  2.0391  0.00
H  -4.8178  -1.2303  2.3382  0.00
H  -6.4417  -1.8548  2.5176  0.00
H  -4.5492  -2.7219  0.4672  0.00
H  -5.7123  -3.8122  1.2087  0.00
H  -2.7794  -3.3462  1.7808  0.00
H  -3.6174  -4.9040  1.7359  0.00
O  3.0826  0.2847  1.2530  0.00
C  4.1460  0.9060  1.1127  0.00
O  4.3351  2.2025  1.3579  0.00
C  5.7575  2.5218  1.4489  0.00
C  6.3397  1.4781  0.5727  0.00
C  5.4689  0.2580  0.7313  0.00
H  6.1071  2.4427  2.4783  0.00
H  5.7750  3.5616  1.1226  0.00
H  7.3707  1.3151  0.8866  0.00
H  6.2854  1.8121  -0.4634  0.00
H  5.6886  -0.5181  1.4645  0.00
H  5.2945  -0.1946  -0.2448  0.00

***

Entry 3:
Computed, not measured: C40H68BHfN8O2SSi as an isolated structure, with ωB97M-V/def2-TZVPD.

* HOMO-LUMO gap: 6.431 eV
* net charge: +1
* E_HOMO: -9.250 eV
* LUMO level: -2.82 eV
* energy above the lowest of the compared OMol25 structures with the same formula, charge and spin: 0.0 kcal/mol

Each line ends with the Löwdin charge.
Atoms and positions in Å:
Hf  0.6328  0.1559  -0.9164  1.72
C  4.2178  2.0060  0.5988  -0.03
C  3.7319  0.5712  0.8055  -0.37
C  4.8238  -0.2676  1.4749  -0.06
C  2.4905  0.5414  1.6440  -0.25
C  2.4051  0.9240  2.9664  0.04
C  1.0945  0.7191  3.3560  -0.16
C  0.7017  0.9467  4.7963  -0.34
C  1.0309  -0.3002  5.6241  -0.04
C  -0.6686  1.5353  5.0988  -0.05
N  0.4060  0.2460  2.2885  0.07
N  1.2778  0.1399  1.2262  -0.03
B  -1.1091  -0.1254  2.1340  -0.46
N  -1.8150  0.8612  1.1355  0.07
N  -1.4043  1.1000  -0.1737  0.01
C  -2.2789  1.9865  -0.6900  -0.24
C  -3.2557  2.2805  0.2433  0.03
C  -2.9371  1.5734  1.3818  -0.18
C  -3.7379  1.6520  2.6509  -0.35
C  -5.2020  1.2993  2.3714  -0.06
C  -3.6713  3.0748  3.2194  -0.05
C  -2.2819  2.7075  -2.0178  -0.33
C  -1.6106  2.0327  -3.1973  -0.08
C  -1.8064  4.1493  -1.7992  -0.06
N  -1.3774  -1.6018  1.7377  0.06
N  -1.0276  -2.0895  0.4917  0.08
C  -1.4940  -3.3496  0.4339  -0.25
C  -2.1267  -3.6726  1.6241  0.01
C  -2.0711  -2.5523  2.4216  -0.17
C  -2.8827  -2.5422  3.7039  -0.34
C  -4.3330  -2.1864  3.3595  -0.04
C  -2.4410  -1.7669  4.9329  -0.06
C  -1.5140  -4.3129  -0.7316  -0.34
C  -2.9230  -4.3123  -1.3367  -0.05
C  -0.4605  -4.1264  -1.8057  -0.07
H  5.0902  2.0176  -0.0576  0.09
H  3.4426  2.6214  0.1487  0.05
H  4.5066  2.4546  1.5522  0.09
H  3.5034  0.1489  -0.1740  0.08
H  5.1103  0.1741  2.4313  0.08
H  4.4982  -1.2906  1.6709  0.08
H  5.7154  -0.3032  0.8475  0.08
H  3.1997  1.2931  3.5940  0.13
H  1.4192  1.7106  5.1075  0.13
H  0.5268  -1.1817  5.2362  0.06
H  2.1018  -0.5049  5.6040  0.08
H  0.7284  -0.1594  6.6630  0.09
H  -1.4582  0.7913  5.1050  0.04
H  -0.6438  1.9918  6.0897  0.09
H  -0.9282  2.3107  4.3821  0.08
H  -1.5894  0.0317  3.1966  0.09
H  -4.0884  2.9505  0.1058  0.13
H  -3.3336  0.9552  3.3785  0.09
H  -5.6561  2.0465  1.7180  0.08
H  -5.3131  0.3310  1.8870  0.07
H  -5.7709  1.2871  3.3025  0.09
H  -4.2049  3.7663  2.5642  0.08
H  -4.1437  3.1132  4.2021  0.09
H  -2.6504  3.4370  3.3135  0.07
H  -3.3438  2.7694  -2.2742  0.14
H  -0.5566  1.8080  -3.0294  0.05
H  -2.1572  1.1258  -3.4566  0.06
H  -1.6327  2.6939  -4.0625  0.07
H  -0.7646  4.1847  -1.4807  0.05
H  -1.8817  4.7196  -2.7256  0.07
H  -2.4094  4.6417  -1.0369  0.08
H  -2.6116  -4.6044  1.8689  0.13
H  -2.8703  -3.5965  3.9916  0.13
H  -4.3867  -1.1619  2.9937  0.05
H  -4.7398  -2.8424  2.5901  0.09
H  -4.9629  -2.2594  4.2481  0.09
H  -2.7095  -0.7157  4.8661  0.05
H  -2.9629  -2.1709  5.8019  0.09
H  -1.3755  -1.8442  5.1193  0.06
H  -1.3569  -5.2980  -0.2828  0.14
H  -3.1851  -3.3195  -1.7072  0.06
H  -2.9840  -5.0184  -2.1668  0.09
H  -3.6728  -4.5904  -0.5968  0.08
H  -0.4811  -3.1144  -2.1993  0.03
H  0.5479  -4.3174  -1.4386  0.08
H  -0.6422  -4.8180  -2.6304  0.10
O  1.3471  -1.9713  -0.6933  -0.17
H  0.5759  -2.2767  -0.1357  0.03
H  2.1672  -2.3377  -0.3493  0.05
S  0.8047  4.4226  -4.0486  0.83
C  1.6802  3.7277  -2.9193  -0.70
N  1.1867  2.1174  -1.0690  -0.09
C  -0.3186  -0.4697  -4.8306  0.01
C  -1.0710  -0.8852  -3.6167  -0.46
C  -2.4312  -1.4717  -3.7522  0.02
O  -0.5571  -0.7888  -2.5039  -0.12
H  -0.9342  0.1924  -5.4412  0.11
H  -0.1256  -1.3660  -5.4284  0.11
H  0.6206  0.0068  -4.5591  0.09
H  -2.9724  -1.0211  -4.5826  0.10
H  -2.9782  -1.3786  -2.8175  0.09
H  -2.3056  -2.5357  -3.9823  0.11
C  2.1345  -2.5795  -3.6225  -0.16
Si  3.2434  -1.3195  -2.7996  0.47
C  4.6831  -1.1511  -3.9888  -0.19
C  4.2247  -2.0907  -1.3680  -0.17
N  2.2740  0.1256  -2.3475  -0.19
C  2.6680  1.3955  -2.8352  -0.30
C  2.0183  2.5254  -2.1494  -0.42
C  2.8879  3.9148  -2.1208  -0.17
C  4.1265  3.9108  -2.8933  -0.07
C  4.3490  2.9210  -3.7776  -0.08
C  3.6099  1.6795  -3.7759  -0.06
H  2.6085  -3.5647  -3.6354  0.05
H  1.9761  -2.2894  -4.6647  0.03
H  1.1676  -2.6804  -3.1363  -0.02
H  5.1755  -2.1299  -3.9550  0.05
H  5.4182  -0.4052  -3.6851  0.04
H  4.4043  -0.9733  -5.0275  0.04
H  4.4500  -3.1161  -1.6801  0.05
H  3.8996  -2.1338  -0.3278  0.00
H  5.1851  -1.5698  -1.3240  0.05
H  0.6752  2.8752  -0.6387  0.07
H  2.8002  4.5228  -1.2242  0.14
H  4.8259  4.7253  -2.7614  0.11
H  5.2103  2.9775  -4.4320  0.11
H  3.9900  0.9040  -4.4127  0.05

***

Number 1: electronic energy -2086.357300 a.u.. Number 2: electronic energy -2969.731988 a.u.. Number 3: electronic energy -2914.092830 a.u..